# 1
Formula: C5H8O
Source: the OMol25 dataset
Level of theory: ωB97M-V/def2-TZVPD

Calculated values
HOMO level   -0.348 Eh
2S+1   1
Kohn-Sham gap   10.404 eV
Net charge   0
Calculated total energy   -7357.544 eV

Geometry as XYZ:
```
14
Properties=species:S:1:pos:R:3:forces:R:3
C 0.3501 0.6087 1.3063 -0.1858 2.1517 -0.3504
C 1.1005 0.3591 -1.0890 -0.2370 -1.5683 1.3779
C -0.3808 -0.0571 -1.0075 0.1182 -1.4024 3.2955
C -0.5938 -1.3225 0.0410 -4.8772 2.7422 -0.6171
C -0.8014 0.2019 0.4847 -3.3432 -0.4966 -3.7254
H 0.4745 -0.1635 2.0914 0.2930 0.9340 -0.0438
H 0.1052 1.6761 1.6862 1.0401 -1.6158 -0.1270
H 1.2076 1.3537 -1.6262 0.3489 -1.5306 0.5024
H 1.6645 -0.6355 -1.4944 -0.5702 3.0428 0.9169
H -1.1757 0.1438 -1.7498 1.0213 -0.2002 0.3020
H -1.7696 -1.8018 0.1683 4.0499 0.6862 -0.9664
H 0.3049 -1.7792 0.4754 -0.6420 0.0702 -0.2671
H -1.9953 0.8355 0.2873 3.7673 -2.3306 1.8116
O 1.5093 0.5807 0.4262 -0.7832 -0.4827 -2.1092
```
Positions in Å, forces in eV/Å.



# 2
Formula: C5H8O
Source: the OMol25 dataset
Level of theory: ωB97M-V/def2-TZVPD

Calculated values
HOMO level   -0.356 Eh
SMILES   C[C@H]1C[C@H]1C=O
2S+1   1
Kohn-Sham gap   10.704 eV
Net charge   0
Calculated total energy   -7361.042 eV

Geometry as XYZ:
```
14
Properties=species:S:1:pos:R:3:forces:R:3
C -1.3100 -0.9460 -0.3485 -0.0040 -0.0524 0.0062
C -0.5591 0.3424 -0.6007 -0.0557 -0.0207 -0.0528
C -0.2064 1.1979 0.5652 -0.1211 0.1560 0.1555
C 0.8990 0.5223 -0.2296 0.1627 -0.0078 -0.0623
C 1.7062 -0.5371 0.4198 0.2734 0.0855 0.1039
O 2.8931 -0.4254 0.6280 -0.3655 -0.1047 -0.1466
H -0.9164 -1.4894 0.5171 -0.0898 0.1050 -0.1453
H -2.3615 -0.7253 -0.1358 0.1254 -0.0370 -0.0819
H -1.2689 -1.6110 -1.2154 0.0178 0.0298 0.1021
H -0.8444 0.8579 -1.5156 0.0257 -0.0422 0.1744
H -0.4486 0.8189 1.5575 0.1320 -0.0207 -0.2195
H -0.2682 2.2766 0.4813 0.0294 -0.1036 -0.0061
H 1.5088 1.1809 -0.8448 -0.1657 -0.0878 0.1102
H 1.1764 -1.4627 0.7214 0.0355 0.1006 0.0623
```
Positions in Å, forces in eV/Å.



# 3
Formula: C5H8O
Source: the OMol25 dataset
Level of theory: ωB97M-V/def2-TZVPD

Calculated values
HOMO level   -0.318 Eh
SMILES   C/C=C/O.C#C
2S+1   1
Kohn-Sham gap   9.676 eV
Net charge   0
Calculated total energy   -7358.297 eV

Geometry as XYZ:
```
14
Properties=species:S:1:pos:R:3:forces:R:3
C 1.0716 0.7551 -1.1027 -0.7979 -0.0993 -0.7160
C 0.5073 -0.6710 -0.9746 1.5833 -1.3631 0.0988
C 0.2070 -1.1618 0.2389 -1.5430 2.8676 1.7854
O -0.2656 -2.3592 0.6922 0.7085 0.2031 -1.2149
H 2.1162 0.7173 -0.8468 0.3620 0.3537 0.7320
H 1.1160 1.2466 -2.0935 -0.4993 -0.9306 -0.0356
H 0.4536 1.4657 -0.5383 0.5563 -0.2852 0.4403
H 0.8235 -1.4520 -1.7088 -0.6266 0.8290 0.0587
H -0.0048 -0.4450 1.0806 0.8181 -0.4492 -0.9479
H -0.3665 -2.8230 -0.1348 -0.3009 -1.2445 -0.2518
C -2.5033 0.4250 1.0148 0.3309 0.6188 -0.9327
C -2.4542 0.7966 -0.1286 -0.7153 -0.3179 1.5626
H -2.4012 0.2175 2.0420 -0.0598 -0.3510 0.4096
H -2.6884 1.2042 -1.0598 0.1838 0.1688 -0.9886
```
Positions in Å, forces in eV/Å.



# 4
Formula: C5H8O
Source: the OMol25 dataset
Level of theory: ωB97M-V/def2-TZVPD

Calculated values
HOMO level   -0.352 Eh
2S+1   1
Kohn-Sham gap   10.821 eV
Net charge   0
Calculated total energy   -7361.015 eV

Geometry as XYZ:
```
14
Properties=species:S:1:pos:R:3:forces:R:3
C 1.7146 -0.5716 0.0382 0.0620 -0.0719 0.0773
C 0.6885 0.1769 -0.8307 0.0183 0.1172 -0.1552
C -0.7359 -0.2641 -0.6159 -0.2182 0.1019 -0.0367
C -1.7977 0.5418 -0.5737 0.1795 -0.1649 -0.1609
C -0.7337 0.7006 2.4573 -0.8735 -0.9795 0.5288
O -1.4509 -0.1024 2.8222 0.8978 0.9972 -0.4069
H 2.3838 0.1741 0.4641 0.2096 -0.2483 0.1562
H 1.2642 -1.1462 0.8610 0.0103 0.3081 -0.1949
H 2.3103 -1.2837 -0.5482 -0.1438 0.2147 0.1302
H 0.7422 1.2549 -0.6448 -0.0146 -0.1056 0.0818
H 1.0122 0.0682 -1.8796 -0.4394 -0.0910 0.1965
H -0.8804 -1.3285 -0.4199 -0.0238 0.0932 -0.2516
H -1.7076 1.6227 -0.6763 0.0776 -0.1763 -0.0779
H -2.8095 0.1574 -0.4539 0.2583 0.0053 0.1134
```
Positions in Å, forces in eV/Å.



# 5
Formula: C5H8O
Source: the OMol25 dataset
Level of theory: ωB97M-V/def2-TZVPD

Calculated values
HOMO level   -0.316 Eh
SMILES   CC#CCOC
2S+1   1
Kohn-Sham gap   9.492 eV
Net charge   0
Calculated total energy   -7358.067 eV

Geometry as XYZ:
```
14
Properties=species:S:1:pos:R:3:forces:R:3
C -0.7163 2.4028 0.6733 -0.2795 0.2245 0.1768
C -0.6589 1.2170 -0.1803 0.8227 0.1491 -0.0694
C 0.0242 0.3838 -0.7382 -2.7144 -0.2899 -0.3942
C 0.9453 -0.6157 -1.1462 1.0809 1.2548 0.4195
O 0.9601 -1.8794 -0.5234 0.4173 0.4804 0.1142
C -0.0980 -2.2225 0.3612 -0.0404 0.1171 0.0452
H 0.2886 2.7741 0.9250 -0.2523 -0.1414 -0.0992
H -1.2726 3.2082 0.1966 -0.0646 0.0475 0.0579
H -1.2289 2.1468 1.5998 -0.0580 0.1405 0.0735
H 1.5847 0.3231 -0.7775 1.5767 -2.4093 -0.0445
H 1.2647 -0.7586 -2.1742 -0.5924 0.2578 -0.1937
H -0.9917 -2.5491 -0.1888 0.1763 0.0953 0.0338
H 0.2688 -3.0538 0.9737 -0.0757 0.2350 -0.1560
H -0.3699 -1.3767 0.9989 0.0031 -0.1615 0.0361
```
Positions in Å, forces in eV/Å.



# 6
Formula: C5H8O
Source: the OMol25 dataset
Level of theory: ωB97M-V/def2-TZVPD

Calculated values
HOMO level   -0.359 Eh
SMILES   C=C=C.CC=O
2S+1   1
Kohn-Sham gap   10.791 eV
Net charge   0
Calculated total energy   -7358.995 eV

Geometry as XYZ:
```
14
Properties=species:S:1:pos:R:3:forces:R:3
C -1.3502 -1.1468 -1.3024 -1.9654 0.2894 -0.9912
C -1.5618 -0.9143 -0.0492 -1.3746 0.7928 0.2061
C -2.0458 -0.5438 1.1075 0.3047 0.6995 -0.9638
H -0.4376 -0.9112 -1.7308 1.8983 -0.0386 -0.6945
H -2.1891 -1.2494 -2.0540 0.8213 -0.3354 1.2600
H -2.1186 -1.2480 1.8626 -0.1060 -1.2586 1.5632
H -2.4227 0.4549 1.3419 0.3397 -0.2007 -0.3780
C 1.8086 0.5615 0.7793 2.4794 0.5105 -4.2536
C 1.6310 1.1703 -0.6484 -1.7289 -4.1559 -0.6285
O 1.3596 0.4681 -1.6402 1.1364 1.5382 2.3426
H 2.8469 0.2239 0.7639 0.1846 -0.0427 0.2807
H 1.2376 -0.2868 0.7726 -1.6869 -2.0511 0.4676
H 1.6895 1.2233 1.5451 -0.6411 1.7520 2.0030
H 1.5526 2.1984 -0.7478 0.3384 2.5005 -0.2137
```
Positions in Å, forces in eV/Å.



# 7
Formula: C5H8O
Source: the OMol25 dataset
Level of theory: ωB97M-V/def2-TZVPD

Calculated values
HOMO level   -0.351 Eh
SMILES   CC#C[C@@H](C)O
2S+1   1
Kohn-Sham gap   10.369 eV
Net charge   0
Calculated total energy   -7360.264 eV

Geometry as XYZ:
```
14
Properties=species:S:1:pos:R:3:forces:R:3
C 2.7693 -0.2754 0.0852 0.1463 0.0330 0.0695
C 1.3477 0.0320 0.0412 -0.3746 0.3088 0.1540
C 0.1988 0.3939 0.0720 0.4574 -0.2233 -0.2580
C -1.2256 0.5684 -0.2341 0.0812 -0.2732 -0.2298
C -1.8820 -0.8030 -0.1629 -0.1198 -0.0680 -0.0252
O -1.9365 1.4415 0.6269 0.1780 0.1587 0.1862
H 2.9934 -1.3171 -0.1696 -0.1662 0.1837 0.0415
H 3.1098 -0.0912 1.1063 0.2400 -0.0356 -0.1196
H 3.3145 0.3754 -0.6062 0.0122 -0.1189 0.1730
H -1.2577 0.9471 -1.2675 -0.1886 -0.0092 0.1386
H -1.8536 -1.1518 0.8735 -0.0486 0.0242 -0.1586
H -2.9186 -0.7505 -0.5014 0.0601 -0.0133 0.0490
H -1.3218 -1.5064 -0.7855 -0.1807 0.0856 0.0541
H -1.3378 2.1370 0.9222 -0.0966 -0.0524 -0.0747
```
Positions in Å, forces in eV/Å.



# 8
Formula: C5H8O
Source: the OMol25 dataset
Level of theory: ωB97M-V/def2-TZVPD

Calculated values
HOMO level   -0.340 Eh
SMILES   C=C(C)[C@H]1CO1
2S+1   1
Kohn-Sham gap   10.321 eV
Net charge   0
Calculated total energy   -7360.263 eV

Geometry as XYZ:
```
14
Properties=species:S:1:pos:R:3:forces:R:3
C -0.6824 0.1650 1.4069 0.0398 0.0304 -0.1047
C -0.1038 0.4666 0.2463 -0.1184 -0.0670 0.1609
C 0.4093 1.8490 -0.0821 0.0525 0.0480 -0.0031
C -0.0005 -0.5693 -0.8331 0.1109 0.2353 -0.0541
C 0.2547 -1.9860 -0.5379 0.2325 -0.1987 0.0732
O -1.0379 -1.5398 -0.8971 -0.2179 -0.0870 -0.0288
H -1.0911 -0.8268 1.5861 0.0358 0.1771 -0.0300
H -0.7951 0.9006 2.1990 0.0612 -0.0871 -0.1262
H -0.4176 2.4993 -0.3917 0.1123 -0.1066 -0.0053
H 1.1337 1.8351 -0.9031 -0.0749 -0.0474 0.1376
H 0.8894 2.3154 0.7826 -0.0941 -0.0794 -0.0917
H 0.3198 -0.2021 -1.8101 -0.0894 -0.0224 0.1488
H 0.3721 -2.2832 0.5047 -0.0033 0.0754 -0.1595
H 0.7494 -2.6237 -1.2705 -0.0470 0.1293 0.0830
```
Positions in Å, forces in eV/Å.